# 1
12
Properties=species:S:1:pos:R:3:mulliken_charge:R:1 method="wB97M-V/def2-TZVPD" total_energy_ev=-8340.426 e_lumo_ev=0.8 e_above_lowest_kcal_mol=0.8 multiplicity=1 e_homo_ev=-10.30
O 2.34 1.10 -0.55 -0.563
O 0.21 1.52 -0.02 -0.355
C 1.24 0.69 -0.30 0.479
C -1.01 0.80 0.23 -0.354
C -0.67 -0.70 0.24 -0.419
C 0.78 -0.76 -0.24 -0.307
H 0.89 -1.19 -1.24 0.233
H -1.34 -1.26 -0.42 0.275
H -1.39 1.16 1.19 0.266
H -1.72 1.07 -0.55 0.245
H -0.78 -1.12 1.24 0.245
H 1.45 -1.31 0.43 0.256


# 2
119
Properties=species:S:1:pos:R:3:mulliken_charge:R:1 method="wB97M-V/def2-TZVPD" total_energy_ev=-55025.967 e_lumo_ev=0.3 e_above_lowest_kcal_mol=442.0 multiplicity=1 e_homo_ev=-8.62
O 29.20 22.88 24.90 -0.415
O 31.96 19.29 28.12 0.244
O 34.10 24.90 31.00 -0.416
O 30.22 16.74 31.34 -0.325
O 27.82 18.98 26.58 -0.109
O 36.14 17.42 26.07 -0.388
O 34.15 19.02 33.53 -0.018
N 33.96 20.79 36.74 -0.814
N 33.40 16.09 23.81 -0.659
N 32.75 20.31 31.50 0.587
N 25.44 17.75 24.04 -0.686
N 31.70 16.85 34.73 -0.703
N 37.68 25.30 30.82 -0.807
N 26.27 21.92 27.10 -0.671
C 35.20 14.79 24.84 -1.172
C 29.15 18.57 26.83 -0.790
C 27.22 18.12 25.57 -1.065
C 35.17 17.42 24.87 -0.787
C 35.07 18.25 32.76 -1.063
C 29.82 22.35 23.80 -0.785
C 28.37 22.44 27.85 -1.038
C 34.06 21.84 34.75 -1.511
C 27.34 22.67 26.62 0.058
C 36.41 24.76 32.61 -1.611
C 32.79 20.01 29.10 -1.099
C 33.75 20.54 35.41 1.189
C 36.45 24.66 31.15 0.825
C 33.64 23.82 30.11 -0.809
C 24.84 18.43 26.26 -1.681
C 27.96 22.27 25.27 0.013
C 25.80 18.57 25.14 0.841
C 36.62 18.76 26.23 -0.534
C 34.37 16.18 24.91 0.373
C 32.65 19.04 26.93 -1.022
C 30.52 18.67 33.68 -0.870
C 31.97 19.82 30.48 1.204
C 30.80 17.20 33.68 0.301
C 34.58 19.37 34.84 -1.156
C 31.31 16.67 32.32 -0.982
C 30.51 16.10 30.13 -0.965
C 35.28 25.44 30.51 -0.944
C 30.72 20.77 30.45 -0.543
H 26.44 20.86 27.02 0.152
H 25.32 16.84 24.50 0.324
H 31.82 18.68 26.24 -0.117
H 33.47 19.97 37.43 0.302
H 35.66 17.26 23.92 0.511
H 35.56 24.86 33.23 0.351
H 36.41 23.51 30.70 0.159
H 34.49 13.85 24.81 0.330
H 32.76 20.18 35.14 -0.122
H 35.24 26.57 30.50 0.386
H 30.21 20.46 31.46 0.014
H 37.23 19.46 25.58 0.276
H 31.30 16.42 29.61 0.489
H 32.12 17.04 31.76 0.380
H 27.92 23.12 28.54 0.460
H 29.26 17.67 27.29 0.693
H 26.94 17.04 26.09 0.155
H 36.82 23.89 33.07 0.394
H 32.79 23.42 30.57 0.401
H 31.54 18.94 30.64 -0.739
H 31.39 17.30 35.73 0.297
H 33.09 17.15 23.51 0.231
H 33.63 24.09 29.04 0.344
H 29.57 16.49 29.56 0.079
H 30.04 16.58 33.98 0.378
H 34.10 22.85 30.41 0.243
H 29.36 22.73 22.92 0.325
H 33.04 20.96 28.86 0.718
H 33.85 19.56 29.33 0.289
H 34.97 21.92 34.48 0.571
H 30.77 22.80 23.67 0.285
H 29.42 23.03 27.70 0.230
H 37.48 18.99 27.06 0.266
H 32.70 15.47 24.03 0.268
H 29.68 19.09 33.16 0.559
H 30.09 19.07 34.62 0.576
H 33.30 21.44 37.02 0.349
H 33.84 16.04 25.77 0.243
H 37.66 26.38 31.08 0.311
H 29.70 18.43 25.70 0.134
H 27.80 17.98 24.80 0.699
H 28.68 21.33 28.09 -0.095
H 35.98 18.54 32.52 0.307
H 37.92 25.50 29.79 0.275
H 23.75 18.71 26.02 0.414
H 35.26 17.53 33.42 0.561
H 35.77 14.81 25.83 0.270
H 34.22 18.48 35.40 0.406
H 33.45 19.57 31.52 -0.478
H 34.73 18.38 24.74 0.446
H 25.02 18.81 27.30 0.318
H 27.27 23.76 26.73 0.538
H 29.69 19.27 27.40 -0.043
H 32.19 20.47 32.44 0.028
H 27.20 21.94 24.60 0.371
H 26.12 17.70 23.08 0.284
H 35.71 19.42 26.49 0.088
H 33.44 18.52 27.10 0.679
H 35.66 19.53 35.03 0.319
H 34.62 18.04 31.76 0.192
H 35.87 14.72 23.94 0.297
H 25.66 22.14 26.35 0.353
H 30.36 15.07 30.28 0.480
H 32.67 17.01 34.49 0.147
H 29.56 21.40 23.85 0.358
H 31.29 19.36 33.53 -0.114
H 30.92 21.88 30.54 0.081
H 24.54 17.52 26.60 0.571
H 33.83 22.82 35.36 0.318
H 25.89 19.65 24.78 -0.062
H 32.94 20.09 26.57 0.309
H 35.29 25.31 29.52 0.459
H 33.52 21.86 33.65 0.098
H 28.45 21.14 25.45 -0.240
H 36.60 25.69 33.01 0.389
H 30.06 20.65 29.68 -0.161
H 31.28 15.62 32.21 0.449


# 3
46
Properties=species:S:1:pos:R:3:mulliken_charge:R:1 method="wB97M-V/def2-TZVPD" total_energy_ev=-66717.414 e_lumo_ev=-0.1 multiplicity=1 e_homo_ev=-9.37
Cl -5.94 2.38 2.50 -0.203
S 3.53 -1.49 1.52 -0.250
S -2.91 -0.64 -2.06 1.231
O -3.68 -1.75 -2.51 -0.715
O 6.71 1.47 -0.80 -0.643
O -2.40 0.30 -3.01 -0.714
O 0.43 -2.99 2.52 -0.666
N 3.31 2.10 0.02 -0.998
N 0.46 -2.10 0.46 0.126
N 5.18 0.17 0.26 -0.089
N -1.59 -1.26 -1.25 0.008
N 3.01 0.95 0.63 -0.118
C 4.78 3.62 -1.12 -1.006
C -0.61 -0.30 -0.79 -0.583
C 5.58 1.34 -0.38 0.346
C 4.49 2.32 -0.46 0.696
C 3.91 0.03 0.74 0.740
C -1.85 -2.31 -0.29 -0.497
C -3.82 0.25 -0.80 -0.146
C -5.12 1.56 1.23 0.369
C -5.44 0.23 0.96 -0.721
C -0.54 -3.04 -0.01 -1.231
C 1.88 -1.14 2.22 -0.742
C -4.78 -0.42 -0.06 -0.204
C 0.70 -1.04 -0.50 -0.522
C 0.85 -2.15 1.75 0.885
C -3.51 1.57 -0.54 -0.192
C -4.17 2.24 0.49 -0.731
H -6.19 -0.27 1.55 0.422
H -0.47 0.43 -1.58 0.464
H -3.94 3.27 0.70 0.420
H 5.86 -0.58 0.37 0.222
H -0.18 -3.51 -0.93 0.318
H -5.01 -1.45 -0.31 0.492
H -2.26 -1.90 0.65 0.336
H -0.94 0.21 0.13 0.289
H -2.77 2.07 -1.15 0.489
H 5.10 3.44 -2.15 0.274
H 1.98 -1.26 3.30 0.425
H 1.07 -1.50 -1.43 0.216
H 5.60 4.12 -0.61 0.282
H 1.44 -0.33 -0.14 0.104
H -0.69 -3.80 0.77 0.496
H 1.65 -0.11 1.96 0.472
H -2.58 -2.98 -0.75 0.504
H 3.89 4.25 -1.11 0.346


# 4
17
Properties=species:S:1:pos:R:3:mulliken_charge:R:1 method="wB97M-V/def2-TZVPD" total_energy_ev=-9901.949 e_lumo_ev=0.5 e_above_lowest_kcal_mol=84.3 multiplicity=1 e_homo_ev=-8.68
O 0.24 1.47 1.41 -0.529
N -1.82 -0.56 -0.83 -0.777
C 1.05 -0.67 0.42 0.174
C 1.85 -1.17 -0.48 -0.706
C -0.90 0.28 -0.55 0.596
C -0.58 1.43 -1.46 -1.144
C 0.00 0.23 0.74 0.916
C -0.04 -0.98 1.63 -1.047
H 0.32 -0.89 2.65 0.314
H 0.39 1.25 -1.94 0.247
H -0.48 1.62 2.04 0.357
H -0.53 2.37 -0.91 0.308
H -1.36 1.54 -2.22 0.362
H 2.62 -1.89 -0.22 0.262
H 1.80 -0.87 -1.52 0.230
H -1.89 -1.34 -0.18 0.212
H -0.68 -1.82 1.42 0.225


# 5
38
Properties=species:S:1:pos:R:3:mulliken_charge:R:1 method="wB97M-V/def2-TZVPD" total_energy_ev=-20315.147 e_lumo_ev=-5.0 total_charge=+1 e_above_lowest_kcal_mol=184.4 multiplicity=1 e_homo_ev=-12.62
O -1.10 1.34 2.40 -0.305
O -0.08 1.00 4.67 -0.524
N 1.49 1.54 -3.93 -0.448
N 1.98 -0.50 -2.86 -0.433
N 2.82 1.71 -1.68 -0.264
C 1.43 2.04 2.83 -0.608
C 0.16 -0.27 -1.21 -0.572
C -1.25 -1.03 -0.79 -0.413
C -1.53 -1.22 2.83 -0.410
C -0.02 1.42 3.39 0.519
C 2.21 1.00 -2.68 0.291
C 0.44 -0.56 -2.82 0.056
C -1.99 -2.13 1.52 -0.743
C -2.10 0.31 2.75 -0.513
C -0.86 -2.19 0.33 -0.566
C 0.18 0.73 -3.85 -0.596
H 1.79 1.29 1.98 0.057
H -0.73 1.38 -3.46 0.262
H 0.19 -2.03 0.83 0.290
H -1.77 -1.52 -1.72 0.417
H 2.50 2.71 -1.52 0.316
H -2.04 -0.30 -0.29 0.184
H 1.10 -0.64 -0.61 0.209
H -0.05 -1.53 -3.30 0.449
H -3.01 -1.75 1.07 0.320
H 1.16 3.09 2.34 0.266
H -2.90 0.32 1.86 0.333
H -2.73 0.58 3.72 0.304
H -0.38 -1.32 3.01 0.361
H 0.10 0.23 -4.90 0.344
H -0.89 -3.22 -0.27 0.292
H 2.49 -1.14 -2.21 0.345
H 3.53 1.35 -1.00 0.300
H 1.87 1.18 -4.84 0.386
H -2.14 -3.23 1.92 0.343
H 2.22 2.20 3.68 0.297
H 0.01 0.87 -0.96 0.194
H -2.08 -1.73 3.76 0.260


# 6
73
Properties=species:S:1:pos:R:3:mulliken_charge:R:1 method="wB97M-V/def2-TZVPD" total_energy_ev=-72292.710 e_lumo_ev=-0.3 total_charge=-1 multiplicity=1 e_homo_ev=-3.07
Cl 0.80 0.58 1.39 -0.092
S 2.21 -0.22 3.92 0.987
O 7.24 2.44 7.60 -0.595
O -0.65 2.95 -4.14 -0.796
O 8.34 0.81 6.61 -0.595
O -3.08 -8.85 1.68 -0.603
O 1.18 0.08 4.88 -0.657
O 2.49 -1.59 3.56 -0.664
O -2.42 -8.71 -0.41 -0.602
N 7.29 1.46 6.81 0.920
N -2.74 -8.18 0.68 0.927
C -2.26 -4.62 -0.24 -0.346
C -1.57 0.62 -5.80 -1.739
C -1.85 -0.28 0.21 -0.807
C -0.71 -1.40 -4.67 -2.082
C 0.06 4.89 -1.99 -1.690
C 3.74 1.39 5.66 -0.268
C 0.81 0.50 -5.05 -1.722
C -3.00 -4.75 2.08 -0.644
C -2.59 -3.93 0.97 1.042
C 4.90 1.78 6.33 -0.451
C -0.63 0.12 -4.69 2.245
C -1.01 0.75 -3.32 -0.905
C -1.36 4.35 -1.74 2.163
C -2.31 -6.00 -0.34 -0.605
C -1.37 2.81 -1.88 -0.220
C -2.50 -2.51 1.11 -0.866
C -1.34 -0.01 -2.23 -0.355
C -2.32 4.99 -2.75 -1.691
C 3.75 0.32 4.76 -0.100
C 2.00 0.75 2.50 -0.724
C -2.70 -6.77 0.78 0.004
C -2.06 -1.66 0.10 0.571
C -0.99 2.22 -3.18 1.792
C 4.95 -0.39 4.56 -0.275
C -1.61 0.54 -0.94 0.021
C -3.05 -6.13 1.99 -0.461
C -1.66 1.97 -0.84 -0.377
C 6.12 -0.02 5.23 -0.449
C -1.78 4.79 -0.34 -2.108
C 6.09 1.07 6.12 -0.004
H 0.90 1.59 -5.15 0.367
H -1.49 1.71 -5.90 0.358
H 0.07 5.97 -1.86 0.456
H -1.76 5.88 -0.28 0.427
H -2.31 6.08 -2.62 0.449
H -1.29 0.15 -6.75 0.454
H -1.96 -4.06 -1.13 0.395
H -0.43 -1.79 -5.65 0.449
H 0.37 4.64 -3.01 0.361
H -1.87 -2.12 -0.87 -0.341
H -2.60 0.36 -5.56 0.352
H -2.80 -2.08 2.07 0.379
H -2.81 4.46 -0.12 0.396
H -2.05 -6.52 -1.26 0.444
H -3.34 4.63 -2.58 0.348
H -3.28 -4.26 3.01 0.344
H 4.99 -1.25 3.90 0.446
H -0.02 -1.83 -3.93 0.406
H 4.90 2.61 7.03 0.424
H 2.82 1.94 5.85 0.391
H 0.76 4.44 -1.28 0.343
H 1.09 0.03 -6.00 0.447
H -1.10 4.40 0.42 0.400
H 1.50 0.15 -4.27 0.355
H -1.97 2.39 0.12 0.393
H -1.73 -1.75 -4.46 0.395
H -1.38 -1.09 -2.35 0.156
H -3.35 -6.75 2.83 0.447
H 7.05 -0.56 5.09 0.424
H -2.01 4.75 -3.77 0.348
H 2.75 1.52 2.32 0.329
H -2.07 0.21 1.16 0.482


# 7
119
Properties=species:S:1:pos:R:3:mulliken_charge:R:1 method="wB97M-V/def2-TZVPD" total_energy_ev=-111987.675 e_lumo_ev=-6.1 total_charge=+2 multiplicity=1 e_homo_ev=-12.59
Sc 0.21 0.59 1.52 -1.213
Cl 5.15 2.14 3.59 -0.153
P 1.88 1.05 -0.69 0.438
P -1.78 -1.01 0.11 0.662
Si 1.29 -1.94 0.67 1.853
N 1.61 0.47 3.07 1.337
C -2.77 -4.50 1.31 -0.536
C -4.63 1.55 -2.81 -0.795
C 0.18 -4.42 -2.43 -1.051
C -0.85 1.83 4.65 -0.822
C -4.32 -0.58 -1.33 -0.644
C -2.85 -1.93 1.36 0.579
C -5.06 0.09 -2.49 -1.011
C 2.77 -0.94 4.61 -0.959
C -2.93 1.43 -0.85 1.496
C 1.67 -0.65 3.83 -0.246
C 5.46 -1.81 0.18 -0.939
C 4.60 0.37 -0.38 -0.189
C -2.89 -0.08 -1.14 0.408
C -1.05 -2.33 -0.98 -0.406
C 2.96 0.89 -3.38 -0.584
C -1.71 -2.95 -2.03 -0.150
C 0.31 4.26 -0.36 -0.152
C 2.60 1.40 3.16 -0.555
C -2.76 -3.28 3.56 -1.085
C 0.44 1.20 -3.13 0.816
C 0.32 -2.69 -0.77 1.225
C 2.81 0.24 -4.76 -0.934
C 1.73 0.61 -2.51 1.430
C 3.31 -0.09 -0.30 0.177
C 1.38 0.34 -5.37 -0.784
C 3.78 1.08 3.76 -0.231
C 0.50 1.39 -4.65 -0.899
C -1.97 1.07 5.01 -0.364
C 3.90 -0.12 4.48 -0.380
C 3.05 3.69 -1.37 -1.679
C -3.06 1.02 4.16 -0.472
C -0.83 2.47 3.40 -0.201
C 2.02 4.44 -2.25 0.163
C -1.13 -4.04 -2.69 -0.974
C -3.50 -3.22 0.84 -0.777
C 0.91 -3.71 -1.48 -0.950
C 2.48 2.80 -0.25 0.393
C 1.36 3.54 0.53 0.901
C -1.88 2.31 2.51 -0.834
C -4.02 2.26 -1.58 -1.088
C 0.99 5.18 -1.39 -1.453
C -3.03 1.64 2.92 -0.472
C 1.69 -3.39 1.87 -1.352
C 4.16 -2.29 0.33 -0.223
C -2.75 -4.64 2.85 -0.930
C 3.06 -1.44 0.11 -0.086
C 5.69 -0.50 -0.20 -1.022
C -2.10 -2.20 2.71 1.750
H -0.31 3.50 -0.87 -0.335
H -0.43 0.55 -2.90 -0.781
H 6.28 -2.51 0.27 0.476
H 3.08 -0.83 -4.68 0.303
H -4.55 -3.26 1.18 0.577
H 3.63 4.47 -0.86 0.683
H 0.94 2.39 -4.89 0.287
H -1.08 -2.54 2.46 -1.284
H -2.73 -2.64 -2.35 0.092
H 0.82 2.83 1.18 -1.570
H 1.89 4.31 1.16 0.777
H -3.27 -5.37 0.85 0.600
H 3.04 1.99 -3.52 0.313
H 1.95 -4.01 -1.29 0.349
H -1.73 -4.61 -3.40 0.466
H 1.50 3.72 -2.91 -0.375
H 0.01 1.86 5.32 0.435
H -3.61 3.22 -1.87 0.442
H -2.07 -1.26 3.30 -0.786
H 4.02 -3.34 0.65 0.378
H -3.65 -1.19 1.59 0.585
H 2.05 -4.27 1.29 0.600
H 2.48 2.37 2.67 0.744
H -1.85 2.85 1.55 0.759
H -1.96 0.48 5.93 0.472
H -1.82 -5.18 3.10 0.322
H 0.25 2.16 -2.65 -0.394
H 2.54 5.17 -2.90 0.509
H 3.57 0.68 -5.44 0.456
H 6.68 -0.13 -0.36 0.547
H -6.14 0.10 -2.27 0.409
H -3.18 1.53 0.22 -1.305
H 2.67 -1.80 5.30 0.487
H 1.61 -0.49 -2.49 0.055
H 3.74 3.11 -2.02 0.369
H -2.36 -0.22 -2.10 0.290
H -2.24 -3.41 4.52 0.414
H -3.81 -2.99 3.78 0.378
H 0.23 5.65 -2.05 0.456
H 0.91 -0.65 -5.28 0.309
H -4.33 -1.67 -1.51 0.059
H -3.90 1.55 2.24 0.370
H 2.49 -3.08 2.56 0.375
H -1.74 -4.49 0.90 -0.080
H -3.51 -3.26 -0.26 0.126
H 3.28 2.60 0.48 0.828
H -0.38 4.82 0.31 0.636
H 0.63 -5.21 -3.02 0.405
H -3.90 1.55 -3.63 0.291
H -3.93 0.41 4.43 0.383
H 3.89 0.55 -2.90 0.106
H 4.79 1.42 -0.65 0.292
H -4.89 -0.40 -0.40 0.426
H -1.93 1.85 -1.02 -0.341
H -4.95 -0.51 -3.40 0.278
H -5.50 2.13 -3.16 0.467
H 0.78 -3.71 2.45 0.135
H 0.00 3.17 3.21 0.742
H -3.59 -5.26 3.18 0.379
H 4.88 -0.37 4.87 0.472
H 1.50 5.98 -0.86 0.409
H -0.53 1.39 -5.06 0.478
H -4.86 2.47 -0.88 0.436
H 1.41 0.56 -6.46 0.441
H 0.82 -1.34 3.82 0.343


# 8
15
Properties=species:S:1:pos:R:3:mulliken_charge:R:1 method="wB97M-V/def2-TZVPD" total_energy_ev=-9303.679 e_lumo_ev=1.0 e_above_lowest_kcal_mol=62.6 multiplicity=1 e_homo_ev=-9.89
O -0.53 -1.47 2.61 -0.474
N -1.17 -0.97 0.37 -0.559
N 1.30 0.11 1.16 -0.542
C -0.56 -0.89 -0.93 -0.439
C 0.58 0.17 -1.12 -0.399
C 1.08 0.82 0.14 -0.214
C -0.74 -1.22 1.48 0.790
H 0.27 0.93 -1.84 0.255
H -0.18 -1.88 -1.19 0.349
H -1.34 1.87 0.16 0.138
H 1.58 0.65 1.97 0.212
H -1.36 -0.65 -1.64 0.274
H 1.24 1.91 0.11 0.436
H -1.56 1.18 0.36 -0.133
H 1.44 -0.36 -1.56 0.306